The following is a quantum chemistry calculation of a cluster of 13 separate species, C67H167N13O13 in total at a distorted geometry, from OMol25.

Last column: Löwdin charge in e.
Geometry (Å):
C  -2.552  -0.043  7.429  -0.057
C  -1.436  -0.547  6.559  -0.452
C  -0.492  0.603  6.163  -0.202
O  -0.026  1.243  7.334  -0.164
C  0.954  2.286  7.159  -0.082
N  -0.755  -1.604  7.223  0.052
H  -3.383  -0.745  7.376  0.079
H  -2.774  0.986  7.147  0.077
H  -2.247  0.062  8.471  0.078
H  -1.745  -1.060  5.648  0.128
H  -0.944  1.284  5.441  0.102
H  0.291  0.060  5.634  0.095
H  1.598  2.409  8.030  0.082
H  0.470  3.250  7.007  0.076
H  1.642  2.219  6.315  0.066
H  0.202  -1.621  6.902  0.009
H  -0.477  -1.386  8.169  0.071
C  -3.070  2.649  -4.132  -0.064
C  -3.719  1.758  -5.186  -0.404
C  -4.506  2.589  -6.271  -0.176
O  -4.983  1.777  -7.351  -0.175
C  -5.923  0.828  -6.877  -0.110
N  -2.599  0.977  -5.729  0.053
H  -2.662  3.556  -4.578  0.073
H  -2.408  2.208  -3.387  0.060
H  -3.874  3.130  -3.575  0.063
H  -4.412  1.099  -4.663  0.116
H  -3.854  3.323  -6.745  0.120
H  -5.245  3.202  -5.755  0.118
H  -6.497  1.035  -5.974  0.080
H  -5.344  -0.095  -6.846  0.076
H  -6.731  0.709  -7.599  0.085
H  -1.952  1.542  -6.261  0.079
H  -3.023  0.280  -6.324  0.051
C  0.654  -4.248  4.631  -0.046
C  0.862  -2.748  4.253  -0.366
C  1.984  -2.042  5.024  -0.168
O  1.670  -2.202  6.390  -0.233
C  2.603  -1.672  7.315  -0.082
N  1.130  -2.835  2.842  0.051
H  1.572  -4.831  4.557  0.082
H  -0.152  -4.783  4.128  0.061
H  0.342  -4.421  5.661  0.069
H  -0.075  -2.196  4.331  0.116
H  2.145  -0.992  4.779  0.118
H  2.947  -2.492  4.780  0.129
H  3.543  -2.208  7.441  0.091
H  2.216  -1.531  8.325  0.090
H  2.816  -0.624  7.104  0.084
H  0.531  -3.510  2.389  0.047
H  2.093  -3.118  2.733  0.031
C  3.233  4.257  2.817  -0.061
C  2.300  4.463  4.055  -0.368
C  3.068  4.472  5.426  -0.179
O  3.723  3.205  5.736  -0.219
C  4.638  3.204  6.861  -0.085
N  1.528  5.721  3.987  0.038
H  3.938  5.078  2.692  0.080
H  2.624  4.297  1.914  0.046
H  3.810  3.334  2.872  0.081
H  1.670  3.574  4.026  0.117
H  2.373  4.626  6.252  0.100
H  3.716  5.348  5.450  0.118
H  4.077  2.925  7.753  0.068
H  5.150  4.157  6.999  0.084
H  5.376  2.403  6.836  0.081
H  2.121  6.456  3.628  0.087
H  1.163  6.071  4.861  0.078
C  0.000  5.652  -0.075  -0.045
C  1.330  5.609  -0.842  -0.434
C  1.160  5.712  -2.301  -0.228
O  0.335  4.693  -2.847  -0.180
C  0.554  4.502  -4.200  -0.130
N  2.101  6.781  -0.418  0.043
H  -0.711  4.835  -0.198  0.056
H  -0.535  6.568  -0.329  0.088
H  0.313  5.802  0.958  0.060
H  1.873  4.724  -0.509  0.121
H  2.155  5.650  -2.741  0.112
H  0.793  6.680  -2.644  0.134
H  0.203  5.317  -4.833  0.089
H  -0.162  3.691  -4.336  0.076
H  1.565  4.206  -4.480  0.089
H  2.905  6.852  -1.025  0.062
H  1.576  7.644  -0.407  0.075
C  0.053  -4.923  0.338  -0.041
C  0.223  -6.022  1.390  -0.405
C  -0.855  -7.131  1.367  -0.174
O  -0.886  -7.898  0.150  -0.207
C  -2.201  -8.207  -0.387  -0.071
N  1.549  -6.574  1.187  0.042
H  0.885  -4.222  0.417  0.051
H  -0.867  -4.346  0.435  0.061
H  0.013  -5.364  -0.657  0.083
H  0.209  -5.488  2.340  0.090
H  -1.814  -6.651  1.560  0.091
H  -0.714  -7.859  2.166  0.122
H  -2.650  -7.254  -0.668  0.068
H  -2.807  -8.856  0.245  0.082
H  -1.954  -8.752  -1.298  0.082
H  1.529  -7.105  0.328  0.087
H  1.594  -7.281  1.907  0.090
C  -4.997  0.463  -1.419  -0.063
C  -6.514  0.483  -1.409  -0.463
C  -7.121  1.263  -2.536  -0.177
O  -6.425  2.513  -2.762  -0.224
C  -6.910  3.625  -1.991  -0.092
N  -7.068  -0.818  -1.290  0.056
H  -4.661  0.240  -0.407  0.067
H  -4.590  1.464  -1.567  0.053
H  -4.534  -0.273  -2.076  0.082
H  -6.661  1.082  -0.510  0.137
H  -8.183  1.374  -2.320  0.125
H  -7.059  0.842  -3.539  0.115
H  -7.932  3.855  -2.294  0.085
H  -6.320  4.497  -2.272  0.082
H  -6.807  3.524  -0.911  0.081
H  -6.966  -1.370  -2.130  0.077
H  -6.641  -1.454  -0.631  0.071
C  -1.973  4.379  4.157  -0.081
C  -1.852  5.189  2.898  -0.387
C  -3.353  5.501  2.317  -0.162
O  -3.961  4.309  1.868  -0.181
C  -3.790  4.111  0.467  -0.103
N  -1.197  6.445  3.239  0.023
H  -2.257  3.341  3.982  0.067
H  -2.766  4.764  4.798  0.082
H  -1.077  4.263  4.766  0.061
H  -1.256  4.619  2.186  0.097
H  -3.367  6.235  1.511  0.107
H  -4.048  5.966  3.017  0.118
H  -2.724  4.035  0.251  0.054
H  -4.119  4.901  -0.208  0.087
H  -4.283  3.206  0.111  0.076
H  -0.267  6.265  3.589  -0.005
H  -1.605  6.790  4.096  0.064
C  -6.105  -5.048  2.333  -0.078
C  -5.123  -5.691  1.357  -0.393
C  -3.938  -4.784  0.952  -0.155
O  -4.300  -3.624  0.120  -0.204
C  -3.435  -2.505  0.233  -0.110
N  -4.688  -6.972  1.978  0.033
H  -5.766  -4.772  3.331  0.079
H  -6.868  -5.787  2.579  0.070
H  -6.610  -4.184  1.900  0.074
H  -5.735  -5.965  0.498  0.140
H  -3.319  -5.401  0.301  0.087
H  -3.338  -4.456  1.801  0.123
H  -2.390  -2.749  0.042  0.068
H  -3.566  -2.171  1.262  0.090
H  -3.700  -1.617  -0.340  0.048
H  -5.474  -7.596  1.865  0.066
H  -4.669  -7.002  2.987  0.068
C  4.767  -2.776  1.042  -0.043
C  3.589  -3.714  0.827  -0.449
C  3.859  -4.688  -0.322  -0.209
O  4.133  -3.962  -1.511  -0.180
C  4.222  -4.791  -2.668  -0.098
N  3.393  -4.457  2.063  0.039
H  5.660  -3.323  1.345  0.088
H  4.378  -2.132  1.830  0.070
H  4.818  -2.050  0.231  0.075
H  2.743  -3.112  0.497  0.103
H  3.062  -5.427  -0.413  0.099
H  4.765  -5.233  -0.057  0.123
H  4.536  -4.206  -3.532  0.086
H  3.323  -5.296  -3.021  0.068
H  5.002  -5.523  -2.459  0.084
H  2.559  -4.948  1.774  0.015
H  4.076  -5.174  2.262  0.090
C  0.212  -4.665  -3.941  -0.005
C  -0.418  -4.274  -5.330  -0.466
C  -0.868  -5.512  -6.031  -0.208
C  -2.125  -6.158  -5.641  -0.187
C  -3.262  -5.127  -5.923  -0.109
C  -3.019  -3.842  -5.036  -0.436
N  -1.626  -3.410  -5.272  -0.144
O  -1.402  -2.172  -4.785  -0.013
C  -4.039  -2.789  -5.621  -0.041
C  -3.253  -4.083  -3.512  -0.011
C  0.648  -3.564  -6.204  -0.024
H  0.976  -5.440  -4.007  0.077
H  -0.576  -5.069  -3.306  0.049
H  0.501  -3.828  -3.306  0.058
H  -0.813  -5.386  -7.113  0.127
H  -0.202  -6.345  -5.804  0.121
H  -2.074  -6.350  -4.569  0.103
H  -2.205  -7.083  -6.212  0.118
H  -4.233  -5.586  -5.734  0.112
H  -3.174  -4.871  -6.978  0.113
H  -3.806  -2.484  -6.641  0.074
H  -5.085  -3.086  -5.695  0.080
H  -3.974  -1.862  -5.052  0.058
H  -2.991  -3.286  -2.816  0.075
H  -4.223  -4.514  -3.262  0.086
H  -2.482  -4.790  -3.205  0.042
H  1.331  -4.309  -6.614  0.082
H  1.209  -2.798  -5.669  0.078
H  0.178  -3.114  -7.078  0.083
H  -1.384  -1.567  -5.531  0.090
C  0.973  2.227  1.184  -0.021
C  0.078  0.947  1.207  -0.427
C  -1.305  1.393  0.675  -0.117
C  -1.295  1.706  -0.880  -0.155
C  -0.765  0.429  -1.576  -0.126
C  0.602  -0.153  -1.127  -0.439
N  0.681  -0.104  0.383  -0.088
O  1.846  -0.699  0.884  -0.032
C  0.799  -1.561  -1.634  -0.042
C  1.641  0.758  -1.895  -0.026
C  -0.213  0.402  2.698  -0.002
H  0.608  3.143  1.650  0.065
H  1.259  2.476  0.162  0.060
H  1.955  2.034  1.616  0.070
H  -2.026  0.600  0.879  0.105
H  -1.703  2.299  1.133  0.091
H  -0.771  2.626  -1.138  0.086
H  -2.324  1.969  -1.123  0.068
H  -0.828  0.505  -2.661  0.111
H  -1.492  -0.341  -1.316  0.101
H  0.487  -1.776  -2.656  0.068
H  1.830  -1.882  -1.486  0.082
H  0.193  -2.351  -1.190  0.068
H  2.537  0.590  -1.296  0.071
H  1.844  0.358  -2.888  0.078
H  1.451  1.814  -2.084  0.065
H  -0.567  1.146  3.412  0.055
H  0.730  0.017  3.088  0.054
H  -0.882  -0.456  2.628  0.075
H  1.548  -1.575  1.141  0.035
C  5.166  3.617  0.210  -0.032
C  6.049  2.827  -0.790  -0.437
C  5.306  2.633  -2.170  -0.116
C  5.445  3.845  -3.123  -0.162
C  6.943  4.185  -3.243  -0.155
C  7.653  4.546  -1.929  -0.501
N  7.383  3.420  -0.996  -0.111
O  8.284  3.316  0.110  -0.024
C  9.161  4.480  -2.334  -0.045
C  7.305  5.946  -1.454  -0.021
C  6.383  1.367  -0.188  -0.026
H  4.917  4.608  -0.169  0.065
H  5.804  3.703  1.089  0.085
H  4.231  3.125  0.478  0.065
H  5.544  1.673  -2.628  0.116
H  4.251  2.659  -1.897  0.093
H  4.923  4.701  -2.697  0.096
H  5.099  3.523  -4.105  0.109
H  6.979  5.088  -3.853  0.112
H  7.463  3.368  -3.743  0.119
H  9.878  4.635  -1.528  0.076
H  9.393  3.485  -2.713  0.078
H  9.400  5.112  -3.189  0.083
H  8.003  6.294  -0.692  0.086
H  7.526  6.532  -2.347  0.081
H  6.281  6.055  -1.098  0.067
H  7.040  0.766  -0.816  0.077
H  5.506  0.735  -0.047  0.065
H  6.817  1.396  0.811  0.069
H  8.894  2.611  -0.119  0.094

Output
HOMO energy = -7.561 eV
Orbital gap = 8.18 eV
Calculated total energy = -4342.3765 hartree
F_max = 2.88 eV Å⁻¹
M = 1363.151 g/mol
ΔE to the lowest compared entry with this formula, charge and spin = 434.6 kJ/mol